A 9-piece molecular cluster, C25H64ClO26S7 overall at a distorted geometry. Source: the OMol25 dataset; level of theory: wB97M-V/def2-TZVPD.

Net charge: -1
Gap between HOMO and LUMO, Eh: 0.358
E, eV: -168556.989
Strongest force on any atom, eV/Å: 3.6
Molar mass, g mol⁻¹: 1040.68

Each line ends with the Löwdin charge.
Positions of all 123 atoms, in Å:
Cl1 -0.4084 -1.0075 -0.2398  0.594
O1 0.2464 0.1237 0.3323  -0.357
O2 -0.6887 -1.9053 0.8789  -0.374
O3 -1.6133 -0.5949 -0.8854  -0.353
O4 0.4217 -1.6726 -1.1715  -0.355
C1 0.3767 0.1851 -4.3326  -0.158
C2 1.8025 0.1904 -4.8872  -0.159
C3 2.0488 1.6706 -5.1087  -0.202
O5 1.1483 2.2858 -4.1999  -0.147
C4 0.5468 1.3045 -3.3563  -0.230
H1 0.0908 -0.8083 -3.9868  0.110
H2 -0.3258 0.5534 -5.0802  0.118
H3 1.8821 -0.3264 -5.8436  0.113
H4 2.5837 -0.0529 -4.1671  0.103
H5 1.8504 1.9311 -6.1483  0.115
H6 3.0363 1.9937 -4.7793  0.117
H7 -0.4107 1.6255 -2.9462  0.101
H8 1.2120 1.1567 -2.5055  0.113
O6 -0.5563 6.6747 1.8810  -0.291
S1 -0.0618 5.4234 2.4454  0.665
O7 -0.6726 4.8162 3.5677  -0.263
O8 -0.0847 4.2342 1.2353  -0.281
C5 0.2583 4.6589 -0.0887  -0.261
C6 0.3795 3.3734 -0.9136  -0.067
C7 1.7512 5.4859 2.7176  -0.098
H9 1.2637 5.0561 -0.2282  0.098
H10 -0.5350 5.3077 -0.4598  0.122
H11 0.6061 3.5831 -1.9590  0.075
H12 -0.5436 2.7954 -0.9569  0.071
H13 1.1113 2.6611 -0.5326  0.073
H14 2.2378 5.5615 1.7452  0.030
H15 2.1269 4.7072 3.3813  0.077
H16 1.9755 6.4715 3.1256  0.065
O9 -4.6928 -1.4476 -3.9183  -0.276
S2 -4.6351 -0.0695 -4.3251  0.651
O10 -4.7389 0.3358 -5.7267  -0.307
O11 -5.8500 0.7332 -3.5380  -0.297
C8 -6.1610 2.1537 -3.8674  -0.231
C9 -7.5451 2.6276 -3.3507  -0.062
C10 -3.2460 0.7649 -3.5206  -0.105
H17 -6.1109 2.3482 -4.9388  0.110
H18 -5.4137 2.7573 -3.3522  0.098
H19 -7.5191 3.7136 -3.4404  0.077
H20 -7.7433 2.4373 -2.2959  0.070
H21 -8.3248 2.2096 -3.9874  0.075
H22 -3.3465 0.7805 -2.4353  0.059
H23 -3.1983 1.7838 -3.9047  0.071
H24 -2.2838 0.4092 -3.8891  0.046
O12 1.4268 1.3737 4.7183  -0.287
S3 2.0428 0.4087 3.8351  0.669
O13 2.4799 0.7429 2.4650  -0.312
O14 3.2944 -0.2303 4.6569  -0.262
C11 4.1782 -1.1008 4.0014  -0.298
C12 5.3863 -1.3019 4.9272  -0.056
C13 0.9834 -1.1097 3.8012  -0.080
H25 4.5952 -0.7626 3.0529  0.118
H26 3.6868 -2.0589 3.8318  0.088
H27 6.0735 -2.0486 4.5293  0.081
H28 5.0152 -1.5268 5.9271  0.073
H29 5.9389 -0.3915 5.1596  0.074
H30 1.3971 -1.8552 3.1220  0.046
H31 -0.0019 -0.8439 3.4183  0.053
H32 0.8251 -1.4274 4.8318  0.072
O15 -3.4721 3.7701 3.7487  -0.312
S4 -3.5438 2.4119 3.1541  0.667
O16 -4.2367 1.3356 3.8209  -0.305
O17 -4.2374 2.5099 1.6811  -0.275
C14 -4.1124 1.4204 0.7437  -0.259
C15 -5.2963 1.5931 -0.1957  -0.070
C16 -1.8301 1.8395 2.7439  -0.091
H33 -4.2168 0.4046 1.1248  0.125
H34 -3.1061 1.4692 0.3275  0.101
H35 -5.2812 2.4920 -0.8120  0.071
H36 -6.2444 1.6054 0.3420  0.086
H37 -5.4352 0.7748 -0.9022  0.069
H38 -1.2858 2.4335 2.0097  0.051
H39 -1.9765 0.7963 2.4638  0.057
H40 -1.3462 1.9635 3.7127  0.063
O18 5.1238 0.6033 -2.7937  -0.298
S5 5.0926 0.6785 -1.3428  0.676
O19 6.2611 0.3530 -0.5047  -0.309
O20 4.5026 2.1700 -1.0060  -0.266
C17 4.4276 2.6378 0.3030  -0.287
C18 4.3979 4.2063 0.2575  -0.041
C19 3.6758 -0.2644 -0.7082  -0.086
H41 5.2419 2.3417 0.9643  0.120
H42 3.5234 2.3063 0.8135  0.087
H43 5.3956 4.5751 0.0192  0.076
H44 4.0791 4.6456 1.2027  0.051
H45 3.6726 4.5563 -0.4770  0.067
H46 3.0994 -0.6278 -1.5590  0.057
H47 3.0595 0.3809 -0.0822  0.045
H48 4.1915 -1.1073 -0.2482  0.062
O21 -1.1229 -5.7656 -3.4491  -0.329
S6 -2.4534 -5.1996 -3.1340  0.685
O22 -3.6356 -5.6752 -3.7896  -0.296
O23 -2.7254 -5.5310 -1.5407  -0.254
C20 -1.8128 -4.9497 -0.6630  -0.310
C21 -2.3180 -5.3486 0.7442  -0.051
C22 -2.3559 -3.2878 -3.2256  -0.077
H49 -1.6220 -3.8805 -0.7553  0.089
H50 -0.8447 -5.4261 -0.8170  0.111
H51 -2.5023 -6.4216 0.7981  0.076
H52 -3.1926 -4.7714 1.0444  0.078
H53 -1.6077 -5.1658 1.5506  0.063
H54 -3.1105 -2.9939 -2.4961  0.059
H55 -2.5008 -2.9237 -4.2427  0.064
H56 -1.3739 -3.0182 -2.8369  0.038
O24 4.5949 -3.6064 2.0026  -0.297
S7 3.4477 -4.4500 1.7321  0.698
O25 3.6463 -5.8819 1.4520  -0.313
O26 2.4494 -4.3601 3.0936  -0.292
C23 2.0359 -5.5014 3.7973  -0.307
C24 1.2943 -5.1008 5.0559  -0.063
C25 2.3028 -3.7085 0.4793  -0.083
H57 2.8439 -6.1764 4.0795  0.116
H58 1.4990 -6.1073 3.0674  0.117
H59 1.8722 -4.5186 5.7736  0.081
H60 0.8908 -6.0390 5.4369  0.079
H61 0.4000 -4.4975 4.9002  0.072
H62 1.4369 -4.3705 0.4865  0.063
H63 2.7537 -3.7441 -0.5124  0.081
H64 2.0186 -2.7224 0.8466  0.047